[1]
12 unconnected molecules or ions with the total composition C16H53BrNO11 in a non-equilibrium geometry, computed with ωB97M-V with the def2-TZVPD basis set.

Summary:
* DFT total energy: -4097.53995 Ha
* LUMO energy: 1.97 eV

```
! wB97M-V def2-TZVPD RIJCOSX def2/J DEFGRID3
* xyz -1 1
C -1.30850 4.56839 1.18390
C -0.60834 4.19514 -0.00288
N 0.48860 3.28515 0.17285
C 0.27245 2.18939 -0.79364
Br 1.27475 2.65313 -2.47308
C 0.71588 0.79505 -0.17906
C -0.57082 -0.11657 0.08523
H -1.40133 5.63779 1.53609
H -1.72165 3.71727 1.79670
H -0.91039 4.58692 -1.02770
H -0.83950 2.13228 -0.97580
H 1.25074 0.95028 0.80033
H 1.39969 0.30257 -0.92278
H -1.19870 0.36225 0.89965
H -0.25490 -1.11627 0.51717
H -1.15786 -0.30127 -0.85666
C 2.14953 -0.97943 2.87845
O 2.07787 -1.08820 1.45996
H 1.34485 -0.33024 3.22266
H 2.03403 -1.96833 3.32917
H 3.11091 -0.54753 3.16746
H 2.79607 -1.66406 1.18059
C -0.79621 -2.72757 4.70823
O 0.24553 -1.99360 5.34030
H -0.58536 -3.79169 4.80990
H -1.75221 -2.50071 5.18810
H -0.84011 -2.46677 3.64665
H 0.03712 -1.05931 5.23678
C -3.40206 1.97371 -2.51171
O -2.79834 2.64323 -3.61438
H -4.48549 2.01374 -2.62506
H -3.07962 0.93232 -2.49374
H -3.11783 2.46934 -1.57974
H -1.84173 2.59120 -3.48591
C -0.93279 -0.33654 -4.47530
O -2.34996 -0.30007 -4.30249
H -0.49305 -0.89849 -3.65213
H -0.68648 -0.82750 -5.42125
H -0.53667 0.68113 -4.47093
H -2.71428 0.20410 -5.03993
C -2.56031 -3.43705 -6.60588
O -2.66780 -2.02103 -6.63259
H -2.84512 -3.82775 -7.58175
H -1.52866 -3.72741 -6.38904
H -3.23002 -3.84588 -5.84435
H -2.41022 -1.69757 -5.75740
C -0.76478 -6.79127 -5.43618
O -1.59033 -6.71976 -6.59190
H -0.95956 -5.91876 -4.81434
H -0.99577 -7.69680 -4.86885
H 0.28810 -6.79627 -5.73024
H -1.40232 -7.49774 -7.12520
C 3.95359 -0.40404 6.55820
O 4.54016 0.27687 5.45699
H 2.87036 -0.38072 6.44987
H 4.29387 -1.44344 6.57130
H 4.23579 0.09307 7.49042
H 5.49357 0.24066 5.57740
C 4.35197 2.58127 0.86667
O 3.49572 2.83001 1.97227
H 5.32565 2.25752 1.23676
H 3.92058 1.79415 0.24200
H 4.47266 3.49780 0.28322
H 2.63947 3.11526 1.60970
C 0.95896 -6.26487 4.03155
O 0.31054 -5.93863 5.25436
H 0.29617 -6.00881 3.20618
H 1.88687 -5.69464 3.93882
H 1.17721 -7.33578 3.99998
H 0.91298 -6.17208 5.96694
C -3.77318 6.20898 -3.96426
O -2.69609 5.68568 -3.20813
H -3.97242 7.22693 -3.62950
H -3.51136 6.22403 -5.02665
H -4.66761 5.59783 -3.81105
H -2.53919 4.78557 -3.52213
C 1.08863 4.17950 4.25830
O 1.85734 3.14011 4.85948
H 0.59038 4.74725 5.04482
H 1.74689 4.84483 3.69400
H 0.33808 3.74941 3.59189
H 2.28795 2.65520 4.14557
*
```

=====

[2]
A molecular structure, C16H54FN18O10Tl in a non-equilibrium geometry, computed with ωB97M-V with the def2-TZVPD basis set.

Summary:
* DFT total energy: -2651.81023 Ha
* energy relative to the best compared isomer or geometry (same formula, charge and spin): 0.0000 eV
* LUMO energy: -11.45 eV

```
! wB97M-V def2-TZVPD RIJCOSX def2/J DEFGRID3
* xyz 2 1
Tl 20.13722 -2.39972 7.52539
F 17.27917 -1.71769 8.26876
C 15.33296 -3.15227 12.22704
O 14.67977 -2.22117 11.94040
N 16.48177 -3.26845 12.85213
N 15.00609 -4.31211 11.89512
H 16.93448 -2.38570 13.04164
H 16.91479 -4.17943 12.80006
H 15.63477 -5.07993 12.08303
H 14.30064 -4.31279 11.17232
C 13.24452 -4.40056 7.04950
O 13.74485 -4.44654 5.94993
N 14.04362 -4.58101 8.11958
N 11.99772 -4.07422 7.40433
H 14.97535 -4.91874 7.92483
H 13.70556 -4.56233 9.07114
H 11.38565 -3.90989 6.61790
H 11.90469 -3.67895 8.32911
C 17.06447 -3.64297 5.44797
O 18.13521 -3.63355 5.95316
N 16.69479 -4.34927 4.40678
N 16.05592 -2.97719 5.94765
H 15.72628 -4.52120 4.17760
H 17.30714 -5.07148 4.05529
H 16.11009 -2.38268 6.76234
H 15.09080 -3.17357 5.72386
C 18.13493 -5.64815 8.84581
O 19.15919 -5.06129 8.57957
N 16.99955 -5.17230 8.59539
N 18.00171 -6.81483 9.42862
H 16.88934 -4.21445 8.29461
H 16.29137 -5.50859 9.23217
H 18.80590 -7.26246 9.84454
H 17.06156 -7.18027 9.37687
C 14.18331 -0.44351 8.81817
O 12.97816 -0.16637 9.01661
N 14.63057 -0.49434 7.62126
N 15.07379 -0.66852 9.73494
H 15.61133 -0.69017 7.48033
H 14.08541 -0.35704 6.78219
H 14.70871 -0.77267 10.67087
H 15.87544 -1.12774 9.32681
C 18.98833 -1.35773 11.24586
O 19.40651 -1.92954 10.28071
N 19.56200 -1.26336 12.40752
N 17.82128 -0.78895 11.22652
H 19.03822 -1.22233 13.27011
H 20.51262 -1.59712 12.47842
H 17.42841 -0.98950 10.31793
H 17.38389 -0.25328 11.96262
C 18.10145 -0.10469 4.66318
O 18.85639 -0.72928 5.32689
N 17.73926 1.04451 5.00479
N 17.30733 -0.53053 3.63136
H 16.97695 1.50083 4.52442
H 18.18331 1.37618 5.84914
H 16.55355 -0.01617 3.19851
H 17.64097 -1.37933 3.19740
C 19.07151 1.33698 7.89480
O 19.99330 0.51747 7.65666
N 17.85766 1.03763 8.31628
N 19.31529 2.58841 8.08412
H 17.62847 0.05563 8.25940
H 17.03314 1.59408 8.49128
H 20.30418 2.69697 8.25851
H 18.69738 3.21909 8.57455
C 21.83251 -6.00296 10.21100
C 21.74946 -4.52855 10.60552
C 22.46386 -4.23207 11.92618
O 22.27817 -2.82717 12.28597
C 22.64017 -2.70394 13.64385
N 22.32845 -3.65942 9.58048
H 21.40937 -6.58783 11.02768
H 22.84682 -6.38254 10.33425
H 21.32933 -6.30581 9.29274
H 20.74638 -4.11059 10.69054
H 23.52614 -4.47580 11.91017
H 22.03455 -4.88075 12.68973
H 23.68478 -2.96038 13.82024
H 22.19686 -3.46932 14.28084
H 22.51046 -1.67927 13.99218
H 22.58182 -2.74164 9.91753
H 23.19151 -4.15914 9.42081
C 15.83614 2.52750 11.70626
C 15.68642 4.09820 11.64838
C 15.71790 4.71974 10.20011
O 16.88201 4.41626 9.43113
C 16.83298 5.01072 8.12474
N 14.40911 4.46271 12.29924
H 16.45006 2.38805 12.59607
H 16.39258 2.05145 10.89889
H 14.87471 2.01652 11.75758
H 16.45687 4.49853 12.30735
H 15.62024 5.79936 10.31413
H 14.78774 4.36916 9.75290
H 17.81264 4.83721 7.67947
H 16.64864 6.08444 8.08946
H 16.14350 4.41705 7.52452
H 13.72024 4.09508 11.65861
H 14.23770 5.45178 12.41088
*
```